{"formula": "C54H58ClCsN3O6P3S4", "method": "ωB97M-V/def2-TZVPD", "lumo_ha": 0.1294, "multiplicity": 1, "charge": -2, "orbital_gap_ha": 0.2388, "homo_ev": -2.97, "relative_energy_kj_mol": 236.3, "elements": ["C", "H", "H", "P", "C", "C", "H", "C", "H", "P", "H", "S", "H", "C", "H", "C", "C", "C", "H", "S", "C", "C", "C", "N", "H", "O", "H", "C", "C", "C", "H", "H", "C", "H", "C", "C", "C", "H", "C", "H", "C", "C", "C", "H", "H", "C", "C", "N", "S", "C", "H", "H", "C", "H", "C", "C", "H", "H", "C", "H", "C", "H", "H", "H", "C", "H", "C", "C", "H", "H", "H", "C", "C", "H", "H", "H", "C", "H", "O", "H", "C", "H", "H", "O", "C", "C", "C", "H", "C", "H", "H", "N", "H", "C", "C", "H", "H", "C", "H", "C", "C", "O", "Cs", "H", "Cl", "C", "P", "C", "C", "H", "H", "O", "H", "H", "H", "C", "H", "H", "H", "H", "H", "H", "C", "C", "S", "H", "C", "C", "O", "H"], "positions_angstrom": [[4.271, -3.688, -3.057], [6.152, -3.944, 0.622], [7.186, 6.130, 3.741], [-2.623, 1.624, -1.555], [-2.799, -0.543, 3.699], [-3.842, -0.705, -2.978], [4.969, -0.740, -1.531], [4.369, 0.828, 5.424], [-5.650, 0.056, -4.900], [-1.881, -1.782, 2.710], [-2.432, 5.424, 0.087], [4.019, -4.957, 0.991], [6.656, 5.418, 6.049], [2.403, -2.176, -3.198], [-4.567, 2.377, 5.527], [4.823, 3.794, 3.069], [-1.538, 4.164, -2.997], [4.420, -1.487, -2.093], [-0.583, 3.746, -2.680], [2.547, 1.406, 2.975], [0.425, -3.886, -0.948], [-2.669, -4.995, 5.220], [-2.196, -3.784, 4.743], [2.160, -3.103, 0.291], [-1.994, 3.464, -3.696], [-3.117, 0.802, -0.423], [3.061, -2.327, 5.487], [6.228, -0.684, 5.178], [-3.824, -5.369, 3.150], [5.786, 4.770, 2.844], [0.571, -8.122, -2.988], [1.973, -5.696, -0.862], [5.179, 3.990, 5.433], [-3.072, -0.114, -5.481], [-5.404, 0.835, -4.176], [2.975, -3.407, -3.466], [-3.089, 1.839, 4.075], [-2.395, -5.324, 6.216], [3.116, -1.199, -2.501], [-2.798, 2.857, 3.854], [-3.352, -4.153, 2.674], [-4.450, 0.251, 5.264], [6.086, -1.086, 6.500], [6.251, -2.530, 2.632], [1.571, -0.448, 6.080], [-3.816, -0.797, 4.611], [3.241, -3.330, 0.887], [1.598, -4.146, -0.380], [4.130, -2.036, 1.671], [6.445, 5.358, 3.913], [6.179, -5.085, 1.991], [5.462, 0.566, 3.602], [5.357, -3.125, 2.455], [3.457, 0.885, 7.348], [5.080, -0.536, 7.281], [4.986, -2.718, -2.369], [-1.662, -3.760, -2.513], [4.294, 3.326, 2.246], [-0.272, -1.809, 3.592], [-4.111, -1.818, 4.816], [-3.975, 0.654, -3.663], [-6.102, 0.782, -3.339], [-1.477, -7.650, -4.301], [2.395, -4.165, -3.979], [6.140, 4.963, 5.211], [-4.441, 5.086, -1.365], [-1.079, -6.898, -3.628], [-2.531, -3.348, 3.460], [-4.174, -1.503, -3.644], [-5.232, 0.041, 5.984], [7.011, -1.120, 4.570], [-1.706, -5.664, -3.508], [-3.482, -5.793, 4.424], [-3.690, 5.831, -2.798], [-1.553, -3.173, 5.365], [1.382, -1.968, -3.501], [0.601, -6.222, -2.021], [-1.664, 6.306, -1.257], [-1.295, 1.248, -2.133], [-3.160, 1.661, -5.404], [-1.187, -4.726, -2.632], [6.764, -1.820, 6.919], [-3.607, -3.823, 1.673], [-3.753, 1.731, -2.751], [-3.810, 4.901, -2.237], [1.291, -1.135, 5.291], [0.060, -7.171, -2.895], [4.961, -3.469, 3.411], [0.090, -0.951, 4.624], [5.995, -2.927, -2.030], [2.404, -3.885, 3.662], [2.581, 0.070, -2.304], [6.028, 5.068, 1.830], [1.767, -3.050, 3.927], [-2.451, 4.359, -1.786], [-1.373, 5.121, -3.496], [-0.833, 4.934, -0.484], [4.517, 3.394, 4.363], [-3.835, -6.748, 4.795], [5.621, -4.280, 1.513], [4.231, 0.424, 6.745], [-0.286, -2.868, -0.777], [-0.891, -0.603, -0.299], [2.954, 0.577, -1.516], [-1.225, 1.055, 2.272], [-2.462, 0.788, 3.430], [3.239, 2.094, 4.685], [-2.980, 0.753, -4.823], [5.367, 0.258, 4.637], [-4.433, -0.711, -2.063], [-4.448, -5.993, 2.522], [-2.677, 3.154, -1.049], [-2.798, -0.861, -2.708], [-0.552, -0.131, 4.919], [4.958, -0.857, 8.310], [0.584, -2.851, 3.235], [-4.299, 4.156, -2.864], [0.311, -3.515, 2.420], [-5.508, 1.812, -4.653], [4.708, -4.659, -3.254], [-2.591, -5.439, -4.092], [4.920, 3.690, 6.442], [-4.082, 1.562, 5.003], [-0.051, -4.978, -1.868], [2.020, 2.764, 6.090], [1.577, 0.136, -2.364], [-1.802, 5.325, -0.798], [2.126, -2.186, 4.955], [1.721, -6.542, -1.373], [-1.971, 0.791, -4.412]], "lowdin_charge": [-0.12, 0.06, 0.09, 0.15, -0.38, -0.04, 0.10, -0.38, 0.08, 1.02, 0.08, 0.89, 0.09, -0.04, 0.10, -0.11, -0.04, -0.06, 0.09, 0.17, -0.49, -0.09, -0.09, -0.03, 0.07, -0.51, 0.10, -0.11, -0.10, -0.10, 0.10, 0.05, -0.11, 0.08, -0.04, -0.10, -0.08, 0.10, -0.33, 0.11, -0.09, -0.10, -0.12, 0.06, 0.08, -0.08, -0.91, -0.01, 0.89, -0.12, 0.07, 0.10, -0.53, 0.05, -0.10, -0.11, 0.11, 0.05, -0.39, 0.10, -0.64, 0.09, 0.09, 0.10, -0.11, 0.08, -0.12, -0.37, 0.09, 0.09, 0.09, -0.12, -0.11, 0.08, 0.11, 0.11, -0.30, 0.08, -0.52, 0.08, -0.04, 0.09, 0.10, -0.18, -0.03, -0.09, -0.04, 0.07, -0.10, 0.09, 0.09, 0.12, 0.09, -0.10, -0.63, 0.08, 0.09, -0.38, 0.09, -0.55, -0.13, -0.46, 1.30, 0.09, 0.66, -0.64, -0.07, -0.03, -0.10, 0.09, 0.10, -0.15, 0.05, 0.10, 0.09, -0.10, 0.07, 0.11, 0.08, 0.09, 0.09, 0.09, -0.09, -0.07, 0.11, 0.06, -0.03, -0.08, 0.02, 0.07]}


{"formula": "C4H10N2O", "method": "ωB97M-V/def2-TZVPD", "lumo_ha": [0.0089, 0.0086], "multiplicity": 1, "charge": 0, "orbital_gap_ha": [0.2706, 0.2684], "homo_ev": [-7.12, -7.07], "relative_energy_kj_mol": 585.0, "elements": ["C", "H", "H", "H", "H", "H", "O", "H", "C", "H", "N", "N", "C", "C", "H", "H", "H"], "positions_angstrom": [[-2.027, 1.843, -0.209], [-0.839, -1.775, -0.456], [0.931, 0.266, -1.445], [2.448, -2.212, 0.469], [0.722, 1.238, 0.838], [1.660, 0.541, 2.141], [2.228, -1.504, 1.083], [-2.915, 1.184, -0.363], [-1.199, -0.758, -0.371], [-1.749, -0.487, -1.261], [-0.880, 1.392, -0.063], [1.479, 0.622, 1.154], [1.643, -0.481, 0.405], [1.146, -0.617, -0.869], [1.321, -1.542, -1.401], [-2.249, 2.921, -0.219], [-1.719, -0.631, 0.567]], "nbo_charge": [-0.14, 0.18, 0.24, 0.49, 0.45, 0.39, -0.68, 0.13, -0.39, 0.18, -0.51, -0.82, 0.54, -0.64, 0.20, 0.17, 0.19]}


{"formula": "C6H6O4PS", "method": "ωB97M-V/def2-TZVPD", "lumo_ha": [0.1097, 0.1097], "multiplicity": 1, "smiles": "O=Cc1ccc(P([O-])C(O)O)s1", "charge": -1, "orbital_gap_ha": [0.2116, 0.2116], "homo_ev": [-2.77, -2.77], "relative_energy_kj_mol": 0.0, "elements": ["C", "H", "C", "P", "H", "H", "O", "O", "C", "O", "C", "H", "H", "H", "S", "C", "O", "C"], "positions_angstrom": [[3.890, -0.797, 0.347], [0.632, 2.245, -0.941], [-3.018, -0.974, 0.599], [-1.476, -0.241, -0.785], [3.685, -1.691, 0.939], [-2.614, -1.819, 1.144], [5.000, -0.288, 0.212], [-3.921, -1.367, -0.333], [2.650, -0.115, 0.087], [-2.141, 1.111, -0.879], [2.385, 1.214, -0.277], [3.064, 2.027, -0.109], [-4.287, -0.723, -0.944], [-3.131, 0.822, 0.365], [1.268, -1.161, 0.155], [1.004, 1.343, -0.488], [-3.288, 0.250, 1.239], [0.298, 0.164, -0.332]], "nbo_charge": [0.38, 0.23, 0.22, 0.93, 0.10, 0.16, -0.59, -0.75, -0.37, -1.20, -0.18, 0.22, 0.49, 0.49, 0.44, -0.29, -0.77, -0.51]}


{"formula": "C6H12O", "method": "ωB97M-V/def2-TZVPD", "lumo_ha": 0.0369, "multiplicity": 1, "smiles": "CC1(O)CCCC1", "charge": 0, "orbital_gap_ha": 0.3932, "homo_ev": -9.70, "relative_energy_kj_mol": 156.1, "elements": ["C", "C", "H", "H", "H", "C", "O", "H", "H", "H", "H", "H", "C", "C", "H", "H", "C", "H", "H"], "positions_angstrom": [[0.745, 0.934, 0.364], [-0.236, -0.218, 0.617], [1.152, -1.182, -1.465], [-0.077, -1.992, -0.081], [0.295, 1.893, 0.654], [1.028, 0.912, -1.164], [0.454, -1.485, 0.553], [0.008, -0.493, 2.675], [0.144, -0.479, -2.702], [-1.338, 0.633, 2.352], [2.099, 1.044, -1.359], [0.495, 1.709, -1.686], [-0.838, -0.274, 2.010], [-1.030, -0.205, -0.680], [-1.516, -1.132, 2.082], [-1.942, -0.843, -0.582], [0.381, -0.394, -1.646], [1.635, 0.779, 0.975], [-1.459, 0.791, -0.918]], "nbo_charge": [-0.42, 0.23, 0.23, 0.47, 0.21, -0.41, -0.74, 0.22, 0.20, 0.20, 0.21, 0.20, -0.62, -0.45, 0.21, 0.22, -0.40, 0.22, 0.21]}


{"formula": "C16H14N4O7S3SbTi", "method": "ωB97M-V/def2-TZVPD", "lumo_ha": [-0.0404, -0.0954], "multiplicity": 2, "charge": 0, "orbital_gap_ha": [0.2979, 0.2390], "homo_ev": [-9.21, -9.10], "relative_energy_kj_mol": 0.0, "elements": ["O", "Sb", "C", "H", "C", "C", "S", "H", "H", "H", "H", "O", "C", "O", "O", "C", "H", "H", "H", "S", "C", "C", "H", "N", "C", "N", "O", "C", "H", "S", "C", "H", "C", "C", "N", "H", "C", "C", "C", "O", "Ti", "N", "O", "C", "H", "H"], "positions_angstrom": [[0.380, 0.019, 0.053], [-0.945, -0.426, 4.725], [-2.401, -3.224, -0.197], [-4.005, 0.280, -0.457], [-0.096, 4.613, 0.855], [1.131, -2.663, 0.858], [-0.008, -2.605, 5.053], [3.471, -3.235, -0.240], [-0.743, -2.380, -1.266], [-4.187, -3.792, 0.840], [0.039, 4.323, 1.894], [1.379, -3.840, 0.920], [2.391, 0.343, -1.134], [2.379, 2.127, -2.557], [5.902, -1.208, -2.491], [-1.645, 4.270, -1.065], [4.203, 0.461, -2.265], [-2.557, 3.744, -1.337], [-5.218, -1.554, 0.664], [0.711, 0.494, 3.180], [-1.721, -2.197, -0.840], [3.577, -0.149, -1.631], [-1.844, 5.340, -1.075], [-1.543, 1.547, 0.991], [1.969, -1.749, 0.001], [-1.237, 3.888, 0.286], [0.137, -2.102, 1.519], [-3.660, -2.992, 0.334], [-0.310, 5.679, 0.815], [-2.503, -0.915, 2.936], [-1.400, 2.643, 0.661], [-1.771, -0.137, -1.448], [3.165, -2.229, -0.487], [-3.558, -0.703, -0.392], [5.231, -1.944, -1.792], [-0.862, 4.043, -1.792], [-2.299, -0.934, -0.942], [3.960, -1.429, -1.291], [-4.241, -1.735, 0.236], [5.537, -3.081, -1.499], [-0.647, -0.413, 1.623], [2.026, 1.701, -1.473], [1.400, 2.359, -0.657], [1.534, -0.439, -0.317], [0.818, 4.396, 0.299], [-1.938, -4.197, -0.100]], "nbo_charge": [-0.72, 0.92, -0.20, 0.22, -0.40, 0.80, -0.25, 0.28, 0.22, 0.22, 0.22, -0.56, -0.08, -0.37, -0.38, -0.40, 0.28, 0.22, 0.22, -0.43, -0.23, -0.12, 0.21, -0.49, -0.27, -0.45, -0.73, -0.19, 0.21, -0.50, 0.63, 0.22, -0.08, -0.22, 0.54, 0.21, -0.20, -0.04, -0.21, -0.37, 1.19, 0.54, -0.40, 0.48, 0.23, 0.23]}


{"formula": "C51H45N4O5PSn", "method": "ωB97M-V/def2-TZVPD", "lumo_ha": -0.2670, "multiplicity": 1, "charge": 2, "orbital_gap_ha": 0.1709, "homo_ev": -11.92, "elements": ["C", "C", "H", "H", "C", "C", "C", "H", "C", "H", "C", "C", "H", "H", "C", "C", "H", "H", "C", "C", "H", "H", "C", "N", "C", "C", "C", "C", "H", "C", "C", "H", "C", "P", "C", "C", "H", "O", "C", "C", "Sn", "H", "H", "C", "H", "H", "C", "H", "C", "H", "C", "H", "C", "H", "H", "C", "C", "C", "O", "H", "C", "C", "C", "O", "C", "C", "C", "H", "H", "C", "H", "C", "O", "H", "C", "C", "C", "H", "C", "H", "H", "N", "C", "H", "H", "H", "O", "N", "N", "H", "H", "H", "C", "H", "C", "C", "H", "C", "H", "H", "H", "C", "H", "C", "H", "H", "H"], "positions_angstrom": [[1.147, -5.570, 4.097], [1.317, -4.429, 3.366], [2.939, 4.730, 0.240], [2.000, 3.518, -0.662], [-4.146, -1.245, -5.294], [4.655, 2.822, 2.071], [-0.396, -0.341, -4.136], [4.315, -2.271, -0.027], [3.875, -0.406, -3.446], [-1.174, 2.493, 4.479], [2.232, -1.271, -1.835], [-2.170, 1.870, 2.035], [-0.887, -0.219, -5.082], [2.256, -4.287, 2.861], [-1.799, 0.269, 3.976], [4.202, -2.620, -2.561], [-2.143, -7.386, 5.601], [3.289, 0.500, -3.501], [5.369, -2.744, -3.282], [-2.636, 1.718, 0.685], [5.911, -3.674, -3.247], [-5.656, 1.791, -5.508], [-3.901, 7.521, 4.654], [0.007, -0.230, -1.908], [0.443, -2.204, 2.566], [-6.991, 0.143, -7.088], [1.095, -0.752, -2.520], [-0.444, -1.140, 2.862], [4.511, 2.376, -1.760], [2.799, -2.428, 1.527], [5.001, 2.539, -0.803], [-1.775, -3.117, 3.746], [2.518, 3.733, 0.273], [3.766, 2.419, 0.531], [-0.923, -3.756, 3.909], [0.311, -3.435, 3.291], [-3.435, 4.103, 1.208], [6.970, -1.667, -4.758], [-3.323, 5.303, 2.945], [-1.271, -7.256, 6.248], [0.346, 0.700, 0.140], [3.958, 2.786, 2.907], [8.189, -2.963, -3.687], [-5.070, -0.275, -5.723], [-2.468, 0.704, 4.693], [-7.579, -0.472, -7.767], [-3.950, 1.973, 0.204], [-4.872, 7.164, 4.302], [-0.054, -5.822, 4.794], [-4.035, 8.147, 5.534], [1.428, -2.039, 1.519], [-6.627, 1.020, -7.626], [7.835, -2.783, -4.706], [-4.188, -2.221, -5.748], [5.109, 3.807, 2.010], [-2.675, 1.050, -1.401], [3.437, -1.451, -2.615], [-2.401, 3.057, 2.783], [-3.080, 6.446, 5.073], [1.552, -1.200, -4.656], [5.834, -1.674, -4.058], [-3.231, -0.955, -4.321], [-1.101, -4.896, 4.649], [-5.930, -0.684, -6.654], [-3.089, 4.161, 2.228], [-2.237, 0.507, -2.628], [-5.008, 1.005, -5.154], [3.368, -2.750, 2.375], [7.351, -3.683, -5.093], [2.224, -1.630, -0.483], [-4.020, 2.291, -3.781], [-4.092, 1.284, -4.162], [3.097, 1.090, 0.565], [-1.023, -1.490, 4.996], [-3.193, 0.311, -3.706], [-2.857, 5.422, 4.268], [5.056, -0.505, -4.133], [5.738, 1.751, -0.654], [-0.932, 0.012, -2.859], [-7.616, 0.461, -6.250], [-1.481, -6.480, 6.987], [-1.899, 1.149, -0.285], [-1.825, 3.247, 4.067], [5.495, 3.506, -0.795], [-1.615, 4.526, 5.762], [1.932, -6.308, 4.166], [-0.114, -6.942, 5.495], [1.117, -1.509, 0.324], [-0.741, -0.124, 2.012], [8.679, -2.527, -5.342], [5.433, 2.076, 2.231], [-4.842, 1.503, -1.726], [-1.554, 0.737, 2.652], [1.799, 3.661, 1.090], [-3.983, 1.524, -1.087], [-2.049, 4.385, 4.785], [-1.046, -8.192, 6.756], [-1.110, -0.903, 4.105], [-3.412, 8.101, 3.869], [-2.560, -1.725, -3.974], [-2.064, -5.088, 5.094], [3.299, -2.156, 0.288], [-4.777, 2.334, 0.785], [0.869, -0.811, -3.925], [5.420, 0.308, -4.741], [3.831, -3.462, -1.999], [-3.857, 6.117, 2.480]], "nbo_charge": [-0.26, -0.13, 0.25, 0.25, -0.26, -1.00, -0.21, 0.24, -0.16, 0.24, 0.13, 0.30, 0.25, 0.23, -0.25, -0.15, 0.19, 0.22, -0.31, 0.06, 0.24, 0.23, -0.27, -0.60, 0.28, -0.26, 0.17, 0.04, 0.25, -0.27, -1.00, 0.23, -1.00, 1.94, -0.11, -0.09, 0.24, -0.46, -0.32, -0.26, 1.39, 0.25, 0.19, 0.37, 0.24, 0.22, -0.27, 0.19, 0.42, 0.23, 0.10, 0.19, -0.26, 0.24, 0.25, 0.06, -0.08, -0.10, -0.43, 0.25, 0.37, -0.14, -0.33, -0.46, -0.10, 0.18, -0.33, 0.23, 0.19, 0.06, 0.22, -0.08, -1.14, 0.24, -0.17, 0.44, -0.26, 0.26, 0.13, 0.19, 0.19, -0.54, -0.12, 0.25, 0.25, 0.25, -0.44, -0.55, -0.54, 0.22, 0.26, 0.24, 0.06, 0.24, -0.20, -0.27, 0.23, -0.21, 0.20, 0.23, 0.24, -0.16, 0.24, -0.26, 0.24, 0.23, 0.24]}


no.,total energy (hartree)
1,-5805.74625
2,-342.97866
3,-1272.73225
4,-310.99981
5,-3648.07304
6,-3120.83048